Record 1
Formula: C10H13N4OsSSe3Te
Source: OMol25
Level of theory: wB97M-V/def2-TZVPD

```
33
Properties=species:S:1:pos:R:3:forces:R:3:lowdin_charge:R:1
Os 0.17898 0.59623 -1.40185 -0.7 -0.9 0.3 0.65
C -4.65332 -1.70777 0.93475 0.0 0.3 0.0 -0.06
C -4.23732 -0.26337 1.19515 -0.5 -0.4 -0.2 -0.25
N -2.86962 -0.17637 1.66375 0.2 0.0 0.3 0.03
C -1.80132 -0.06147 0.89585 0.5 0.2 -1.1 -0.62
S -2.08092 0.11453 -0.90765 0.3 -0.2 -0.1 0.31
N -0.60462 -0.04247 1.37365 -0.2 -0.3 1.6 0.01
N 0.42168 0.16383 0.53695 0.9 0.1 0.3 -0.22
C 1.64818 0.11673 1.00185 -1.0 -0.2 0.6 -0.23
C 1.93428 -0.12287 2.44215 -0.1 0.0 0.0 0.00
C 2.68078 0.26683 -0.00045 0.8 0.1 -0.4 -0.20
C 4.04588 0.16903 0.28325 -0.7 0.0 0.0 0.03
C 4.96688 0.30393 -0.73825 -0.2 0.1 -0.4 -0.01
C 4.50508 0.51763 -2.03305 0.0 0.0 0.4 -0.01
C 3.14088 0.57953 -2.25445 0.2 0.0 -0.5 -0.10
N 2.24018 0.47503 -1.27545 0.4 0.0 0.2 -0.11
H -5.65802 -1.73307 0.52495 -0.1 0.0 -0.1 0.08
H -4.65282 -2.27627 1.85905 0.0 -0.1 0.1 0.08
H -3.97662 -2.18047 0.22645 0.0 -0.1 -0.1 0.07
H -4.87382 0.17723 1.96195 0.0 0.1 -0.1 0.13
H -4.33572 0.32953 0.28245 -0.1 0.0 0.2 0.07
H -2.69572 -0.32657 2.64925 0.1 0.1 -0.1 0.17
H 0.99528 -0.22737 2.98125 0.2 0.0 0.0 0.08
H 2.50438 0.70233 2.86545 0.1 0.1 0.0 0.10
H 2.51478 -1.03487 2.57085 0.1 -0.1 0.0 0.10
H 4.37008 -0.02117 1.29385 0.0 0.0 0.1 0.12
H 6.02508 0.24653 -0.53375 0.1 0.0 0.0 0.13
H 5.19248 0.64023 -2.85495 0.0 0.0 -0.1 0.12
H 2.74868 0.71143 -3.25685 0.0 0.1 0.1 0.11
Se -0.16382 2.00333 -3.21665 0.1 1.2 -1.0 -0.12
Se -4.21162 1.85703 -2.84925 0.3 0.2 -0.3 -0.08
Te -2.40652 1.85333 -4.42035 -0.5 -0.2 0.1 0.36
Se -0.89182 -1.65027 -1.79995 -0.2 0.0 0.0 0.25
```
Forces are in eV/Å.

Properties
- Expectation value of S²: 6.058
- E_tot: -8568.8174 a.u.
- Multiplicity: 5
- Total charge: +1

Record 2
Formula: C28H44FN8O6PS3
Source: OMol25
Level of theory: wB97M-V/def2-TZVPD

```
91
Properties=species:S:1:pos:R:3:forces:R:3:lowdin_charge:R:1
C 2.76472 -2.74393 6.54804 0.1 -0.2 0.1 -0.12
C 2.48646 -3.63615 5.34225 0.2 0.4 0.0 -0.27
C 1.77529 -2.90662 4.20510 0.2 -0.5 -0.2 -0.23
C 2.68360 -1.91626 3.47181 -0.4 0.1 -0.1 -0.20
C 1.89668 -0.84138 2.71716 0.1 -0.2 0.1 -0.21
C 1.32782 -1.32017 1.37372 -0.7 0.4 0.0 -0.18
C 1.50164 -0.28721 0.24973 0.0 -0.4 0.4 -0.16
N 0.39262 -0.24063 -0.72214 0.5 0.1 -0.2 0.06
C -0.14046 0.95719 -1.09082 0.7 0.1 -0.3 -0.31
N -0.55341 1.91725 -0.26208 0.2 -0.4 0.2 -0.12
C -1.05454 3.19672 -0.83310 0.6 0.3 -0.2 -0.16
C -0.09116 4.31387 -0.45025 -0.2 -0.2 -0.2 -0.24
C 1.31748 4.02789 -0.96420 0.2 0.6 -0.1 -0.39
S 2.54772 3.55083 0.33668 -0.3 -0.5 -0.1 0.92
C 2.26618 4.62308 1.66051 0.1 0.1 -0.1 -1.13
S 1.85862 6.18078 1.57666 -0.3 0.2 0.1 0.74
N 2.45346 3.97259 2.92286 0.4 0.0 0.0 -0.18
C 1.55139 3.85059 3.94782 -0.3 0.4 -0.1 -0.11
C 2.18082 3.12630 4.90171 -0.1 -0.2 0.4 -0.17
N 3.45491 2.79925 4.51615 0.1 0.0 0.0 0.05
C 3.57857 3.32145 3.32422 0.1 -0.2 -0.2 -0.21
P -0.59945 1.80973 1.44379 -1.1 0.3 0.4 0.77
N -1.92791 2.21840 2.14095 0.2 0.0 -0.3 -0.27
N -0.24633 1.05772 -2.43368 -1.9 -1.0 0.1 0.21
C -0.53563 -0.36817 -2.80720 0.8 0.1 1.0 -0.20
C -0.69114 -0.63515 -4.27822 -0.1 0.0 -0.4 -0.13
C -2.15379 -0.78284 -4.71553 0.1 -0.1 0.6 -0.17
C -2.84619 -1.99537 -4.05047 0.4 0.1 0.1 -0.26
C -3.97122 -1.62034 -3.08697 0.2 0.2 0.1 -0.46
S -5.16728 -2.98163 -3.03485 0.1 -0.3 -0.1 1.00
C -6.55279 -2.14454 -2.43665 0.3 -0.1 -0.1 -0.72
N -6.91240 -0.93250 -2.64900 0.0 0.2 0.0 0.06
N -8.10228 -0.76778 -1.94997 -0.1 0.8 -0.2 0.06
C -8.34946 -1.88101 -1.40181 -0.5 -0.4 0.4 -0.22
O -7.41603 -2.82923 -1.64402 -0.1 0.0 0.0 0.03
C 0.59510 -1.02489 -1.98327 -0.1 0.3 -0.5 -0.27
C 0.38958 -2.52581 -1.81250 0.1 0.3 0.1 -0.11
C 1.65263 -3.34645 -1.55848 -0.1 -0.2 0.2 -0.15
C 1.34764 -4.74365 -1.04051 0.1 -0.1 -0.4 -0.20
F 1.89512 -4.96349 0.22921 -0.1 0.0 0.1 -0.08
C 1.95151 -0.67834 -2.72061 -0.1 -0.2 0.2 -0.66
O 2.13862 -1.42431 -3.69777 0.1 -0.1 -0.3 -0.02
O 2.61911 0.25407 -2.26373 0.2 0.2 0.0 0.00
H 1.87089 -2.20794 6.86526 -0.1 0.1 0.0 0.07
H 3.10851 -3.33036 7.40050 0.0 -0.1 0.0 0.06
H 3.54864 -2.02088 6.33531 0.0 0.2 0.0 0.06
H 1.92479 -4.51460 5.65710 -0.1 -0.1 0.0 0.10
H 3.44856 -3.97177 4.94780 0.0 -0.3 0.0 0.10
H 1.46540 -3.66841 3.48601 -0.2 0.1 -0.1 0.11
H 0.86591 -2.41762 4.55960 0.0 0.1 0.1 0.11
H 3.36630 -1.43322 4.16883 0.1 0.0 0.1 0.10
H 3.25558 -2.48756 2.73956 0.4 0.1 0.1 0.11
H 2.51619 0.04716 2.58585 0.1 0.0 -0.1 0.11
H 1.07435 -0.52872 3.36383 0.0 0.2 0.0 0.10
H 0.25292 -1.48155 1.48709 0.0 -0.2 0.0 0.10
H 1.74920 -2.28313 1.09249 0.1 0.0 0.0 0.09
H 2.40317 -0.50796 -0.31114 0.1 0.2 -0.1 0.11
H 1.65349 0.70106 0.67809 0.0 0.1 -0.1 0.07
H -1.06748 3.14882 -1.93545 -0.2 0.6 -0.1 0.07
H -2.06736 3.38295 -0.48902 -0.1 0.0 0.1 0.12
H -0.41619 5.22054 -0.96074 -0.1 0.0 0.0 0.12
H -0.11646 4.47341 0.62994 0.0 0.1 0.0 0.05
H 1.36203 3.16194 -1.62221 0.1 -0.1 -0.1 0.07
H 1.65501 4.86673 -1.56581 0.1 0.1 0.0 0.07
H 0.56810 4.28156 3.91167 -0.1 0.0 -0.1 0.12
H 1.75836 2.82263 5.84364 0.1 -0.1 0.1 0.09
H 4.44253 3.25483 2.68659 0.1 0.0 0.0 0.12
H -0.24881 0.49503 1.70539 0.2 -0.1 -0.1 0.00
H 0.48264 2.57915 1.86805 0.3 -0.3 0.0 -0.02
H -2.67493 2.52093 1.53254 -0.1 0.1 0.2 -0.04
H -0.95663 1.69534 -2.79490 0.4 0.6 -0.2 0.14
H -1.43186 -0.62361 -2.22130 -0.4 -0.3 -0.5 0.14
H -0.23372 0.18570 -4.82701 0.2 0.0 -0.1 0.14
H -0.14981 -1.54065 -4.54576 0.2 0.0 0.0 0.11
H -2.69298 0.12174 -4.43365 -0.1 0.2 -0.3 0.12
H -2.17213 -0.90674 -5.79438 -0.1 0.2 -0.1 0.11
H -3.21075 -2.69622 -4.79992 -0.1 0.0 -0.1 0.09
H -2.08062 -2.52735 -3.48469 -0.1 -0.3 0.0 0.09
H -4.45851 -0.68975 -3.36069 -0.3 -0.1 -0.2 0.08
H -3.59188 -1.48919 -2.07568 0.0 0.0 0.1 0.08
H -9.19995 -2.11960 -0.79084 0.0 -0.2 0.1 0.12
H -0.33590 -2.68130 -1.00913 -0.1 -0.1 0.0 0.12
H -0.05238 -2.87990 -2.74385 -0.1 -0.1 0.0 0.11
H 2.21487 -3.42044 -2.48198 0.1 0.2 -0.1 0.11
H 2.30350 -2.84835 -0.84216 0.1 0.0 0.1 0.11
H 0.27412 -4.93148 -0.98834 -0.1 0.0 0.2 0.11
H 1.77492 -5.50561 -1.69256 0.1 -0.1 0.0 0.11
C -0.88248 5.29387 -3.70791 0.5 0.4 0.0 -0.98
O -1.40017 4.09653 -3.59213 -0.2 -0.9 0.4 -0.23
O 0.34636 5.47630 -3.28807 -0.3 -0.2 0.3 -0.21
O -1.56116 6.24789 -4.20639 0.0 -0.2 0.1 -0.19
```
Forces are in eV/Å.

Properties
- E_tot: -3618.5460 a.u.
- Multiplicity: 1
- Total charge: -2

Record 3
Formula: C23H28N4O2Zr
Source: OMol25
Level of theory: wB97M-V/def2-TZVPD

```
58
Properties=species:S:1:pos:R:3:forces:R:3:lowdin_charge:R:1
N -1.26531 2.77646 -1.08187 0.4 0.8 -1.0 0.13
C -1.00808 3.63131 -1.82892 -0.4 -1.1 1.2 -0.21
C -0.65566 4.71233 -2.73075 0.1 0.3 -0.3 -0.02
H 0.42327 4.90686 -2.67322 -0.3 -0.1 0.0 0.10
H -1.18866 5.63292 -2.46546 0.0 -0.2 0.0 0.12
H -0.91481 4.44731 -3.76359 0.0 0.0 0.2 0.11
N -4.09064 -2.34752 -1.83490 -0.6 -0.3 -1.0 0.12
C -4.83902 -2.72130 -2.64481 1.1 0.5 1.4 -0.21
C -5.78138 -3.19604 -3.63320 -0.3 -0.2 -0.4 -0.02
H -6.79961 -2.90917 -3.35787 0.1 0.0 0.0 0.11
H -5.73821 -4.28607 -3.70766 0.1 0.1 0.1 0.11
H -5.55161 -2.76918 -4.61326 0.0 0.0 0.1 0.11
N 1.71263 -2.81145 -1.16350 0.3 0.0 -0.7 0.13
C 2.51370 -3.27977 -1.86352 -0.9 0.5 1.0 -0.20
C 3.54898 -3.86367 -2.69479 0.2 -0.1 -0.2 -0.01
H 3.11664 -4.29173 -3.60181 0.0 0.0 0.1 0.11
H 4.07699 -4.65453 -2.15477 -0.1 0.1 0.0 0.12
H 4.27588 -3.09964 -2.98241 -0.1 0.0 0.1 0.11
Zr -0.71753 -0.70634 -0.12260 2.5 0.6 1.4 1.51
C -1.09473 -2.58727 -1.34830 -0.9 -6.4 -4.2 -0.06
O -1.24078 -3.55734 -1.96590 0.7 4.9 3.1 0.21
C -2.47974 0.15711 -1.27436 -5.2 3.1 -3.9 -0.06
O -3.33542 0.62638 -1.89478 4.1 -2.3 3.0 0.22
C -2.20950 0.12594 1.83977 0.2 -0.1 0.8 -0.07
C -0.84334 -0.00158 2.18372 0.0 -0.1 0.4 -0.17
C -0.25887 -1.29299 2.25355 -0.2 0.0 0.1 -0.11
C -1.03211 -2.42892 1.90580 0.2 0.3 0.7 -0.05
C -2.43061 -2.29798 1.74485 0.5 -0.8 -0.7 0.02
C -3.01126 -1.03640 1.71771 -0.2 1.0 -0.7 0.01
H -2.65484 1.12475 1.81411 0.0 -0.3 -0.2 0.16
H -0.24007 0.90077 2.33996 -0.5 -0.6 0.0 0.09
H 0.78164 -1.42214 2.56136 -0.5 -0.1 -0.2 0.12
H -0.55779 -3.41370 1.88807 -0.2 0.2 0.0 0.16
H -3.03640 -3.19726 1.58210 0.1 0.3 0.1 0.17
H -4.08252 -0.91562 1.52958 0.3 -0.1 0.1 0.17
C 1.59443 2.83002 2.81219 -0.2 0.3 0.1 0.04
N 2.27903 1.57455 3.21066 1.3 -0.5 0.1 -0.15
C 1.57205 0.88572 4.33322 -0.2 -0.2 0.3 0.03
C 2.67788 0.58643 2.08882 -0.1 -0.1 0.1 -0.03
C 2.28720 0.99855 0.69760 0.0 0.2 -0.3 -0.22
C 3.04515 1.91308 -0.03221 -0.1 -0.2 0.2 0.03
C 2.79209 2.12059 -1.39775 -0.4 0.3 -0.7 0.02
C 1.72632 1.50590 -2.05990 0.0 -0.1 -0.4 -0.01
C 0.89653 0.66566 -1.29975 1.0 0.2 0.6 -0.22
C 1.18754 0.43140 0.03711 -1.9 -1.3 -0.6 -0.17
H 0.62453 2.60524 2.36023 0.3 0.1 0.0 0.10
H 2.22318 3.40411 2.13377 -0.1 -0.1 0.0 0.12
H 1.43941 3.40158 3.72462 0.0 0.1 0.0 0.13
H 3.19711 1.85652 3.59436 -0.5 0.0 0.0 0.20
H 0.50072 0.86934 4.11521 0.3 0.1 0.2 0.09
H 1.94721 -0.13806 4.43609 0.0 0.3 0.1 0.12
H 1.74172 1.44216 5.25662 -0.1 -0.1 -0.1 0.13
H 3.76354 0.44300 2.17904 -0.3 0.2 -0.1 0.17
H 2.24629 -0.39081 2.33583 0.2 0.5 -0.1 0.10
H 3.84823 2.47520 0.46435 -0.1 -0.4 -0.4 0.15
H 3.43822 2.79243 -1.97431 -0.2 -0.3 0.3 0.15
H 1.53593 1.62057 -3.13975 0.3 0.1 0.7 0.15
H 0.04447 0.15228 -1.83437 0.4 0.4 -0.4 0.07
```
Forces are in eV/Å.

Properties
- E_tot: -1308.1732 a.u.
- Multiplicity: 1
- Total charge: +4

Record 4
Formula: C20H60F6O20PZn
Source: OMol25
Level of theory: wB97M-V/def2-TZVPD

```
108
Properties=species:S:1:pos:R:3:forces:R:3:lowdin_charge:R:1
Zn -0.18638 -0.47715 0.37009 -0.7 -0.6 0.7 0.71
P -4.78253 -2.16466 2.81125 -1.3 -2.1 2.5 0.27
F -5.76127 -3.12502 1.94284 0.6 0.6 0.1 -0.16
F -3.61254 -2.31868 1.66494 -0.1 0.5 0.0 -0.19
F -5.43772 -0.85419 2.09691 1.0 -0.6 0.6 -0.16
F -3.71198 -1.25236 3.72583 -0.5 -0.1 -1.1 -0.20
F -5.85599 -2.14790 4.04891 0.4 0.9 -1.1 -0.17
F -4.16200 -3.51332 3.58102 0.3 0.8 -1.1 -0.21
C 2.21948 -3.12672 -4.19206 0.9 1.2 1.8 -0.18
C 3.03979 -2.03128 -3.33432 0.5 -1.5 -1.6 -0.20
O 2.37250 -0.80691 -3.27452 -1.0 1.1 0.4 -0.08
O 0.98842 -3.46577 -3.57090 0.2 0.1 -0.1 -0.07
H 2.83725 -4.02451 -4.21336 0.0 0.0 -0.3 0.11
H 2.03153 -2.71173 -5.18229 0.3 -0.2 -0.1 0.12
H 3.97648 -1.77711 -3.83041 0.3 -0.7 -0.4 0.12
H 3.38876 -2.35832 -2.35485 -0.8 -0.2 0.2 0.12
H 2.66623 -0.31588 -4.04537 -0.3 0.3 0.1 0.10
H 0.31491 -2.90399 -3.96125 -0.1 0.0 0.1 0.08
C -3.72640 2.43356 -1.98676 -0.9 1.5 -0.7 -0.19
C -5.06944 3.15309 -2.19483 0.6 -2.4 -0.2 -0.27
O -5.07568 4.22814 -1.34921 -0.2 1.6 1.1 -0.04
O -3.51577 2.06552 -0.62184 0.0 -0.2 -0.9 -0.06
H -3.09199 3.25157 -2.32804 1.1 -0.3 0.4 0.12
H -3.65028 1.59707 -2.68146 0.1 -0.3 0.4 0.12
H -5.83995 2.44350 -1.89335 -0.5 0.0 -0.5 0.13
H -5.12437 3.51115 -3.22287 -0.2 -0.5 -0.3 0.13
H -5.87575 4.70603 -1.57964 0.0 0.4 0.5 0.11
H -4.00681 2.67935 -0.07075 -0.3 0.1 -0.1 0.09
C -0.25596 -1.45972 3.06706 0.3 -0.1 0.8 -0.16
C 1.06712 -0.73141 2.81726 -0.3 -0.1 2.8 -0.22
O 1.47878 -0.84618 1.52196 -0.4 -0.5 -2.8 -0.05
O -1.21976 -1.10275 2.10156 1.1 0.3 -0.3 -0.07
H -0.74285 -1.20501 4.00842 0.8 0.3 0.5 0.14
H -0.11349 -2.53935 3.11383 0.1 -0.2 -0.4 0.14
H 1.87734 -1.21179 3.36578 -0.4 0.2 0.9 0.13
H 0.97420 0.32078 3.08627 0.0 0.1 0.2 0.12
H 2.34853 -0.45119 1.42647 0.5 0.0 -0.2 0.09
H -2.01010 -1.54176 2.42442 -1.3 0.0 -0.6 0.07
C 0.87822 2.20944 0.11475 0.8 -0.4 -1.5 -0.16
C 0.87752 1.60119 -1.33475 -1.0 0.7 2.7 -0.12
O 0.89977 0.14811 -1.14686 0.8 2.5 -1.2 -0.08
O -0.05384 1.55032 0.99727 1.3 0.9 -1.3 -0.07
H 0.73061 3.28371 0.00405 -0.7 0.0 0.3 0.14
H 1.89943 2.12536 0.48645 0.0 -0.4 0.3 0.10
H 1.73272 2.07479 -1.81684 0.3 -0.8 -0.2 0.13
H -0.02332 1.91839 -1.86009 -0.1 -0.3 -0.1 0.11
H 1.41460 -0.12255 -1.91060 0.4 -1.5 -0.5 0.06
H -0.27092 2.27029 1.59401 -1.1 -0.3 0.7 0.08
C 5.54904 -0.10794 1.77547 -0.6 -0.6 -0.6 -0.17
C 5.33337 0.46959 0.29879 0.0 -0.8 2.5 -0.18
O 4.21344 1.35751 0.18295 0.3 -0.5 0.1 -0.08
O 4.43671 -0.99579 2.12358 -0.3 1.2 -0.7 -0.10
H 5.73097 0.65138 2.53601 -0.4 0.3 -0.1 0.11
H 6.40688 -0.78014 1.79378 0.4 0.4 -0.5 0.11
H 5.16144 -0.44831 -0.26335 0.0 0.3 -0.6 0.11
H 6.26342 0.97941 0.04745 0.0 -0.2 -0.3 0.12
H 4.55443 2.23975 0.01873 0.0 0.1 0.1 0.09
H 4.55076 -1.37165 2.99954 0.3 0.1 0.1 0.09
C -1.04374 0.80588 -5.03689 0.5 1.3 -0.2 -0.23
C 0.07127 1.49961 -5.88174 -2.1 0.0 0.9 -0.27
O 0.24725 0.83040 -7.07101 0.9 -1.4 -0.8 -0.04
O -2.35522 1.05955 -5.53375 0.5 -0.8 0.2 -0.05
H -0.95618 1.20672 -4.02705 0.0 0.3 0.3 0.09
H -0.84015 -0.25428 -4.88616 -0.3 -0.2 -0.7 0.11
H 0.93451 1.58523 -5.22174 0.5 0.1 -0.2 0.10
H -0.31015 2.46635 -6.21038 0.1 0.7 0.9 0.12
H 0.98817 1.23487 -7.52821 0.0 -0.1 -0.3 0.10
H -2.52075 1.99917 -5.42735 0.0 0.1 -0.1 0.08
C -2.45061 -1.12269 -1.24102 -1.3 -1.4 -0.9 -0.15
C -1.91704 -2.53254 -0.91603 -0.5 1.0 1.2 -0.17
O -0.63619 -2.35508 -0.38791 1.5 0.5 -0.6 -0.08
O -1.93606 -0.01872 -0.47738 -0.1 -2.0 -1.1 -0.07
H -3.52112 -1.25934 -1.08791 -0.2 0.6 0.2 0.14
H -2.34510 -0.98291 -2.31686 0.4 0.6 0.0 0.12
H -1.88684 -3.16393 -1.80402 -0.2 0.1 -0.1 0.13
H -2.46150 -2.98914 -0.08949 -0.7 -0.1 -0.5 0.12
H -0.26751 -3.22991 -0.24527 0.9 -0.5 0.6 0.06
H -2.67181 0.59508 -0.41790 -0.3 1.2 0.6 0.06
C -2.48988 4.17388 3.99350 1.1 -0.2 -0.6 -0.21
C -1.77111 4.39091 2.60936 -1.5 1.1 1.4 -0.21
O -1.97425 3.40127 1.62208 0.6 -0.1 0.3 -0.06
O -1.77037 3.16534 4.71626 -0.6 0.3 -0.1 -0.07
H -3.56406 3.99067 3.96749 -0.1 -0.6 -0.6 0.12
H -2.49377 5.10492 4.56028 0.7 0.2 0.0 0.11
H -0.70757 4.52424 2.80734 0.0 -0.5 -0.1 0.11
H -2.11010 5.36790 2.26486 -0.1 0.2 -0.4 0.11
H -2.89892 3.36262 1.36694 0.1 0.1 0.2 0.08
H -2.34459 2.39756 4.76517 0.1 -0.2 0.1 0.09
C 2.79496 2.62567 3.68576 1.8 -0.7 0.9 -0.27
C 2.96392 1.88804 5.01929 0.3 -0.8 -0.7 -0.27
O 2.80838 2.72378 6.09703 0.2 1.2 1.0 -0.03
O 1.57448 3.22481 3.57265 -2.4 0.1 -1.0 -0.05
H 2.98288 1.88146 2.91185 -0.5 0.0 -0.5 0.10
H 3.55846 3.39057 3.54396 0.5 -0.1 0.3 0.13
H 3.93771 1.40065 5.06699 0.4 0.4 0.0 0.12
H 2.28380 1.05086 5.17636 -0.5 -0.2 -0.7 0.11
H 1.90119 3.03695 6.07419 -0.2 0.0 0.3 0.09
H 1.44879 4.00571 4.11670 0.4 0.0 0.1 0.10
C 1.72764 -6.02652 -1.49497 -0.3 -2.5 -1.1 -0.19
C 0.36214 -5.70224 -0.85941 0.9 -0.3 -1.7 -0.23
O 0.54505 -4.73674 0.09492 0.1 1.1 2.1 -0.06
O 2.57389 -7.00841 -0.77323 -1.1 1.6 -0.2 -0.08
H 2.31643 -5.18600 -1.86234 -0.2 0.5 0.8 0.10
H 1.48076 -6.53905 -2.42475 -0.3 -0.1 -0.3 0.11
H -0.21380 -6.53732 -0.46063 0.4 -0.4 -0.2 0.14
H -0.25902 -5.22449 -1.61704 0.1 -0.2 -0.4 0.11
H 0.99875 -5.20316 0.80076 0.1 0.5 0.6 0.12
H 3.17942 -7.29616 -1.46037 0.2 -0.3 0.2 0.07
```
Forces are in eV/Å.

Properties
- E_tot: -5022.5283 a.u.
- Multiplicity: 1
- Total charge: +1